Record 1
Formula: C23H15BNO4Pt
Source: OMol25
Level of theory: wB97M-V/def2-TZVPD

## Properties
**Gap between HOMO and LUMO (alpha / beta)**: 6.8 / 6.9 eV
**HOMO level (alpha / beta)**: -4.23 / -4.97 eV
**Expectation value of S²**: 2.01

```
! wB97M-V def2-TZVPD RIJCOSX def2/J DEFGRID3
* xyz -1 3
Pt -0.15 -0.47 -0.13
C 3.61 2.03 1.57
C 2.24 1.80 0.95
O 1.96 0.66 0.63
C 1.35 2.94 0.78
C 1.79 4.23 1.16
C 1.00 5.34 1.04
C -0.30 5.20 0.52
C -0.76 3.98 0.14
C 0.03 2.79 0.22
O -0.49 1.71 -0.22
H 4.11 1.06 1.66
H 3.53 2.48 2.56
H 4.21 2.69 0.94
H 2.78 4.35 1.58
H 1.38 6.31 1.33
H -0.93 6.08 0.43
H -1.76 3.85 -0.26
O -0.58 -0.67 -3.24
B 0.08 -1.13 -2.08
O 0.91 -2.21 -2.46
C 0.74 -2.39 -3.80
C 1.31 -3.33 -4.63
C 0.94 -3.30 -5.98
C 0.03 -2.35 -6.45
C -0.54 -1.40 -5.60
C -0.17 -1.45 -4.27
H 2.01 -4.06 -4.26
H 1.35 -4.02 -6.66
H -0.24 -2.36 -7.50
H -1.24 -0.66 -5.96
N -5.84 -5.59 6.33
C -5.17 -4.99 5.61
C -4.33 -4.25 4.72
C -4.86 -3.20 3.97
C -4.05 -2.50 3.10
C -2.69 -2.82 2.95
C -2.17 -3.87 3.73
C -2.98 -4.58 4.59
C -1.88 -2.09 2.05
C -1.20 -1.42 1.29
H -5.91 -2.95 4.07
H -4.46 -1.69 2.51
H -1.13 -4.12 3.63
H -2.57 -5.39 5.18
*
```


Record 2
Formula: C19H18FN3O7S
Source: OMol25
Level of theory: wB97M-V/def2-TZVPD

## Properties
**SMILES**: COc1cc(C(=O)Oc2cc(N)n(S(=O)(=O)c3ccc(F)cc3)n2)cc(OC)c1OC
**Gap between HOMO and LUMO**: 8.9 eV
**Relative energy (zero: lowest compared OMol25 entry of this formula, charge and spin)**: 48.5 kcal/mol
**HOMO level**: -8.46 eV

```
! wB97M-V def2-TZVPD RIJCOSX def2/J DEFGRID3
* xyz 0 1
C 6.03 0.27 -0.27
O 4.66 0.39 -0.58
C 3.70 -0.31 0.08
C 2.40 0.10 -0.22
C 1.30 -0.51 0.37
C -0.04 -0.02 0.01
O -0.27 0.83 -0.81
O -1.01 -0.64 0.75
C -2.31 -0.38 0.46
C -3.32 -0.11 1.41
C -4.45 0.11 0.64
N -5.70 0.51 0.98
N -4.09 -0.08 -0.67
S -4.83 0.41 -2.13
O -4.69 -0.64 -3.07
O -6.16 0.82 -1.76
C -3.79 1.80 -2.52
C -2.52 1.55 -3.00
C -1.66 2.61 -3.20
C -2.11 3.89 -2.91
F -1.28 4.93 -3.10
C -3.38 4.14 -2.43
C -4.23 3.07 -2.23
N -2.76 -0.35 -0.77
C 1.49 -1.56 1.26
C 2.77 -2.00 1.56
O 3.02 -3.06 2.39
C 1.93 -3.73 2.97
C 3.90 -1.36 0.99
O 5.18 -1.77 1.25
C 5.55 -2.15 2.56
H 6.24 0.54 0.77
H 6.40 -0.73 -0.48
H 6.52 0.99 -0.93
H 2.26 0.91 -0.91
H -3.22 -0.07 2.47
H -6.04 0.23 1.89
H -6.36 0.54 0.22
H -2.22 0.53 -3.19
H -0.65 2.46 -3.55
H -3.69 5.16 -2.22
H -5.23 3.21 -1.84
H 0.63 -2.04 1.69
H 1.28 -4.17 2.22
H 2.38 -4.52 3.58
H 1.35 -3.06 3.62
H 5.06 -1.52 3.31
H 5.31 -3.20 2.76
H 6.63 -2.01 2.61
*
```


Record 3
Formula: C5H8O
Source: OMol25
Level of theory: wB97M-V/def2-TZVPD

## Properties
**SMILES**: CC1(C=O)CC1
**Gap between HOMO and LUMO**: 10.8 eV
**Relative energy (zero: lowest compared OMol25 entry of this formula, charge and spin)**: 29.0 kcal/mol
**HOMO level**: -9.78 eV

```
! wB97M-V def2-TZVPD RIJCOSX def2/J DEFGRID3
* xyz 0 1
C -1.46 0.06 0.60
C -0.11 -0.10 -0.09
C -0.17 -0.44 -1.53
O -1.11 -0.16 -2.24
C 1.08 0.84 0.08
C 1.09 -0.49 0.74
H -1.50 -0.57 1.50
H -1.70 1.08 0.90
H -2.25 -0.28 -0.08
H 0.76 -0.88 -1.96
H 1.73 0.95 -0.79
H 0.96 1.76 0.66
H 0.90 -0.50 1.81
H 1.78 -1.26 0.39
*
```


Record 4
Formula: C38H46IIrN8P
Source: OMol25
Level of theory: wB97M-V/def2-TZVPD

## Properties
**Gap between HOMO and LUMO (alpha / beta)**: 5.0 / 5.7 eV
**HOMO level (alpha / beta)**: -7.44 / -10.46 eV
**Expectation value of S²**: 6.05

```
! wB97M-V def2-TZVPD RIJCOSX def2/J DEFGRID3
* xyz 1 5
Ir 0.48 -0.97 -1.05
C 1.08 1.43 -6.98
C 0.06 0.95 -6.12
N 0.21 0.22 -5.06
C 1.48 -0.27 -4.83
C 2.56 0.24 -5.62
C 2.35 1.31 -6.58
C 3.78 -0.45 -5.66
C 3.92 -1.62 -4.93
C 2.94 -1.99 -3.97
C 1.73 -1.32 -3.87
N 0.76 -1.69 -2.88
C -0.35 -2.53 -3.24
C -0.73 -3.06 -4.47
C -1.63 -4.18 -4.51
C -2.37 -4.52 -3.41
C -2.16 -3.97 -2.15
C -2.92 -4.11 -1.00
C -2.49 -3.66 0.22
C -1.48 -2.70 0.26
N -0.80 -2.39 -0.88
C -1.09 -3.01 -2.10
H 0.81 1.79 -8.03
H -1.04 0.97 -6.47
H 3.21 1.85 -7.07
H 4.68 -0.05 -6.24
H 4.81 -2.21 -5.07
H 3.22 -2.72 -3.17
H -0.31 -2.67 -5.40
H -1.79 -4.77 -5.46
H -3.11 -5.32 -3.46
H -3.76 -4.80 -1.05
H -2.91 -4.04 1.17
H -1.13 -2.31 1.23
I 1.05 4.27 -3.36
C 1.90 2.96 -1.90
C 3.13 2.95 -1.32
C 3.56 1.87 -0.61
C 2.79 0.75 -0.51
N 1.57 0.73 -1.17
C 1.06 1.90 -1.62
H 3.76 3.74 -1.55
H 4.51 1.98 -0.15
H 3.09 -0.08 0.12
H 0.05 1.82 -2.00
N -0.03 -0.11 0.61
P -0.56 0.40 2.01
N 0.30 1.81 2.63
C 0.10 3.13 1.94
C 1.35 4.04 1.95
C 2.01 4.17 3.37
C 2.30 2.74 3.93
C 0.96 1.92 3.96
N -0.22 -0.87 3.13
C -0.98 -1.41 4.33
C -1.00 -2.95 4.39
C 0.35 -3.67 4.13
C 1.09 -3.06 2.86
C 1.11 -1.53 3.07
N -2.14 0.81 2.09
C -3.11 0.64 0.93
C -3.72 1.97 0.53
C -4.57 2.34 1.74
C -3.58 2.58 2.92
C -2.75 1.38 3.34
H -0.73 3.69 2.36
H -0.09 2.96 0.84
H 1.02 5.07 1.68
H 2.04 3.70 1.13
H 1.31 4.74 4.07
H 2.91 4.75 3.33
H 2.69 2.85 4.94
H 3.07 2.24 3.29
H 0.26 2.46 4.59
H 1.11 0.88 4.38
H -1.95 -0.97 4.39
H -0.38 -1.09 5.20
H -1.79 -3.34 3.65
H -1.38 -3.12 5.41
H 0.13 -4.71 3.91
H 0.93 -3.48 5.00
H 0.57 -3.34 1.88
H 2.09 -3.45 2.88
H 1.65 -1.09 2.19
H 1.64 -1.24 4.01
H -3.96 -0.04 1.18
H -2.54 0.20 0.11
H -4.24 1.79 -0.45
H -2.91 2.69 0.33
H -5.38 1.62 1.97
H -5.19 3.20 1.64
H -4.00 2.94 3.87
H -2.91 3.35 2.55
H -3.40 0.55 3.76
H -1.94 1.56 4.02
*
```


Record 5
Formula: C22H47Cl23N4O3P
Source: OMol25
Level of theory: wB97M-V/def2-TZVPD

## Properties
**Gap between HOMO and LUMO**: 8.0 eV
**HOMO level**: -11.31 eV

```
! wB97M-V def2-TZVPD RIJCOSX def2/J DEFGRID3
* xyz 1 1
C 5.34 -0.33 1.47
C 4.90 0.88 0.66
C 4.13 1.86 1.54
Cl 4.62 3.55 1.03
C 2.59 1.80 1.38
N 2.04 3.04 1.98
C 0.82 2.93 2.57
N 0.50 3.93 3.38
N 0.05 1.82 2.36
C -1.31 1.89 2.93
C -2.21 1.03 2.02
C -2.64 1.89 0.80
C -2.70 1.09 -0.51
N -2.12 1.83 -1.64
C 0.86 0.71 2.96
C 2.09 0.49 2.07
P 1.58 -0.71 0.75
O 2.70 -1.33 0.04
O 0.53 0.02 -0.22
O 0.71 -1.81 1.52
H 5.84 -0.01 2.39
H 4.53 -1.00 1.75
H 6.08 -0.90 0.91
H 4.36 0.62 -0.25
H 5.81 1.39 0.35
H 4.42 1.79 2.59
H 2.42 1.74 0.30
H 1.89 3.70 1.20
H -0.44 4.24 3.54
H 1.25 4.46 3.79
H -1.33 1.50 3.95
H -1.73 2.89 2.89
H -1.63 0.20 1.64
H -3.10 0.71 2.56
H -1.95 2.73 0.65
H -3.63 2.31 0.98
H -2.20 0.13 -0.39
H -3.74 0.87 -0.76
H -1.77 1.20 -2.34
H -1.33 2.41 -1.35
H 1.19 1.05 3.95
H 0.26 -0.18 3.08
H 2.88 -0.03 2.60
H 0.38 0.95 0.04
H -0.04 -2.10 0.98
C -3.74 -2.86 -0.05
Cl -2.06 -2.38 0.28
Cl -4.84 -2.26 1.19
H -4.03 -2.45 -1.01
H -3.78 -3.95 -0.07
C 7.38 -2.35 3.55
Cl 6.18 -3.06 4.64
Cl 7.70 -0.66 3.94
H 8.30 -2.91 3.63
H 6.99 -2.40 2.54
C 3.54 -6.66 2.64
Cl 3.13 -8.37 2.47
Cl 3.28 -5.76 1.14
H 2.92 -6.23 3.41
H 4.59 -6.58 2.91
C 6.07 -4.52 -4.29
Cl 6.38 -2.80 -4.53
Cl 6.95 -5.18 -2.90
H 5.01 -4.67 -4.12
H 6.38 -5.06 -5.17
C 0.30 -4.97 -1.87
Cl 1.34 -6.39 -2.04
Cl -1.31 -5.46 -1.32
H 0.75 -4.28 -1.16
H 0.21 -4.49 -2.84
C -7.25 0.36 -1.70
Cl -5.59 0.91 -1.97
Cl -7.47 -0.29 -0.08
H -7.92 1.20 -1.83
H -7.48 -0.42 -2.42
C -9.71 2.85 0.98
Cl -8.08 3.52 1.11
Cl -10.07 2.32 -0.67
H -9.78 1.99 1.64
H -10.42 3.61 1.26
C -8.55 -3.48 -1.67
Cl -7.61 -3.04 -3.10
Cl -10.02 -2.51 -1.50
H -8.83 -4.52 -1.75
H -7.93 -3.31 -0.79
C 3.22 -6.22 -6.57
Cl 4.91 -5.80 -6.90
Cl 2.60 -5.50 -5.07
H 2.61 -5.87 -7.39
H 3.16 -7.30 -6.49
C 1.74 6.57 -0.76
Cl 1.11 7.06 -2.33
Cl 1.07 4.99 -0.27
H 2.82 6.48 -0.82
H 1.46 7.31 -0.02
C -1.24 10.04 -2.91
Cl -2.35 9.25 -1.78
Cl -1.02 11.75 -2.54
H -0.28 9.55 -2.85
H -1.65 9.96 -3.91
*
```


Record 6
Formula: C4H5BrIN
Source: OMol25
Level of theory: wB97M-V/def2-TZVPD

## Properties
**Gap between HOMO and LUMO**: 8.2 eV
**Relative energy (zero: lowest compared OMol25 entry of this formula, charge and spin)**: 64.1 kcal/mol
**HOMO level**: -8.59 eV

```
! wB97M-V def2-TZVPD RIJCOSX def2/J DEFGRID3
* xyz 0 1
C -2.01 0.55 -1.55
C -2.56 -0.23 -0.81
C 0.68 -1.24 0.12
C 1.17 0.77 1.57
N 0.84 -0.30 0.78
Br -3.05 -1.53 0.32
I 1.85 -0.93 -2.66
H -1.66 1.24 -2.24
H 0.98 -1.23 -1.04
H 1.11 1.66 0.93
H 2.18 0.66 2.13
H 0.47 0.60 2.47
*
```


Record 7
Formula: C38H47N3O6
Source: OMol25
Level of theory: wB97M-V/def2-TZVPD

## Properties
**Gap between HOMO and LUMO**: 7.9 eV
**Relative energy (zero: lowest compared OMol25 entry of this formula, charge and spin)**: 7.7 kcal/mol
**HOMO level**: -7.25 eV

```
! wB97M-V def2-TZVPD RIJCOSX def2/J DEFGRID3
* xyz 0 1
C 6.56 2.11 5.10
H 7.07 2.52 5.98
O 6.50 0.72 5.31
C 5.88 -0.04 4.36
C 5.83 -1.42 4.63
C 5.23 -2.27 3.73
C 4.67 -1.80 2.55
C 4.73 -0.44 2.28
C 5.33 0.43 3.18
H 5.35 1.48 2.94
H 4.30 -0.02 1.39
O 4.12 -2.76 1.75
C 3.54 -2.45 0.50
C 3.83 -3.59 -0.44
C 2.93 -4.02 -1.32
C 1.58 -3.38 -1.45
C 0.45 -4.30 -1.02
C -0.85 -3.93 -1.35
C -1.92 -4.70 -0.92
C -1.70 -5.83 -0.15
C -0.41 -6.19 0.19
C 0.66 -5.42 -0.24
H 1.67 -5.71 0.03
H -0.23 -7.07 0.79
H -2.53 -6.43 0.19
H -2.93 -4.41 -1.18
H -1.02 -3.04 -1.93
H 1.42 -3.09 -2.50
O 1.51 -2.16 -0.73
C 2.01 -2.27 0.58
C 1.56 -1.04 1.36
H 2.08 -0.98 2.32
H 1.76 -0.13 0.78
O 0.17 -1.16 1.59
C -0.53 -0.02 1.72
O -0.02 1.07 1.78
C -2.00 -0.31 1.92
H -2.53 0.64 1.96
C -2.56 -1.19 0.80
C -2.25 -0.62 -0.55
N -1.20 0.08 -0.62
O -0.85 0.61 -1.85
C 0.31 1.43 -1.74
C 1.51 0.73 -2.37
H 1.64 -0.24 -1.91
H 2.41 1.33 -2.22
H 1.34 0.60 -3.43
H 0.49 1.61 -0.67
C 0.00 2.77 -2.44
N -1.00 3.55 -1.75
C -2.31 3.09 -1.76
C -2.92 2.79 -2.98
C -4.23 2.36 -3.06
C -4.93 2.22 -1.86
N -4.37 2.51 -0.69
C -3.12 2.93 -0.62
C -2.62 3.19 0.78
C -2.34 4.67 1.04
C -1.55 5.31 -0.11
H -2.22 5.58 -0.92
H -1.08 6.22 0.25
C -0.48 4.37 -0.67
H 0.32 4.97 -1.11
H -0.04 3.78 0.15
H -1.77 4.75 1.97
H -3.28 5.21 1.17
H -3.39 2.84 1.47
H -1.72 2.60 0.95
C -6.35 1.75 -1.82
H -6.46 0.78 -2.30
H -6.67 1.67 -0.78
H -7.00 2.46 -2.33
C -4.87 2.04 -4.38
H -5.16 0.99 -4.42
H -5.76 2.64 -4.52
H -4.18 2.23 -5.19
H -2.35 2.91 -3.90
H -0.35 2.54 -3.45
H 0.91 3.36 -2.52
C -3.18 -0.93 -1.68
H -3.55 -1.96 -1.61
H -4.03 -0.25 -1.62
H -2.69 -0.78 -2.63
H -2.13 -2.19 0.86
H -3.65 -1.27 0.92
H -2.11 -0.82 2.88
H 1.59 -3.16 1.08
H 3.14 -4.85 -1.98
H 4.80 -4.05 -0.33
H 3.99 -1.53 0.08
H 5.19 -3.33 3.93
H 6.26 -1.78 5.54
H 7.14 2.36 4.21
H 5.56 2.56 5.03
*
```


Record 8
Formula: C37H38FNO4PdSb
Source: OMol25
Level of theory: wB97M-V/def2-TZVPD

## Properties
**Gap between HOMO and LUMO**: 7.3 eV
**Relative energy (zero: lowest compared OMol25 entry of this formula, charge and spin)**: 0.0 kcal/mol
**HOMO level**: -11.00 eV

```
! wB97M-V def2-TZVPD RIJCOSX def2/J DEFGRID3
* xyz 1 1
Pd 0.47 0.02 0.37
C -4.82 1.13 -4.63
C -5.32 1.11 -3.19
C -6.62 0.36 -3.00
C -6.44 -1.12 -3.32
C -5.27 -1.69 -2.57
C -5.18 -3.04 -2.32
C -4.10 -3.56 -1.61
F -4.05 -4.88 -1.40
C -3.10 -2.77 -1.12
C -3.17 -1.39 -1.35
C -2.12 -0.52 -0.83
O -1.15 -1.07 -0.24
C -2.27 0.87 -1.06
C -3.33 1.30 -1.81
N -4.28 0.52 -2.31
C -4.25 -0.85 -2.08
C -1.36 1.96 -0.51
O -1.41 3.06 -1.02
O -0.66 1.68 0.55
H -5.58 1.56 -5.28
H -4.58 0.12 -4.98
H -3.91 1.73 -4.71
H -5.44 2.14 -2.84
H -7.38 0.80 -3.64
H -6.95 0.47 -1.97
H -6.29 -1.26 -4.40
H -7.34 -1.68 -3.07
H -5.95 -3.72 -2.67
H -2.28 -3.18 -0.56
H -3.40 2.36 -2.03
C 1.84 2.63 -1.73
C 3.31 2.34 -1.67
C 4.15 2.83 -2.67
C 5.52 2.63 -2.64
C 6.11 1.94 -1.59
C 5.30 1.43 -0.59
C 3.92 1.61 -0.64
Sb 2.77 0.70 0.86
C 2.33 -1.29 0.21
C 2.10 -1.41 -1.18
C 1.60 -2.57 -1.73
C 1.30 -3.63 -0.89
C 1.51 -3.54 0.48
C 2.02 -2.39 1.06
C 2.28 -2.35 2.53
C 3.86 0.68 2.66
C 5.03 -0.08 2.74
C 5.74 -0.12 3.92
C 5.28 0.60 5.02
C 4.11 1.34 4.93
C 3.37 1.39 3.75
C 2.08 2.17 3.68
H 1.65 3.50 -2.37
H 1.41 2.86 -0.76
H 1.27 1.79 -2.15
H 3.71 3.40 -3.48
H 6.14 3.03 -3.44
H 7.18 1.80 -1.56
H 5.75 0.91 0.24
H 2.37 -0.58 -1.83
H 1.44 -2.65 -2.80
H 0.90 -4.55 -1.31
H 1.28 -4.38 1.11
H 1.77 -3.17 3.03
H 1.95 -1.41 2.99
H 3.35 -2.46 2.73
H 5.37 -0.65 1.88
H 6.65 -0.71 3.99
H 5.83 0.57 5.95
H 3.76 1.88 5.80
H 1.89 2.70 4.61
H 1.24 1.50 3.49
H 2.10 2.91 2.88
C -2.11 -0.02 4.59
C -1.59 0.04 3.17
O -0.35 -0.66 3.01
H -3.03 0.56 4.68
H -1.37 0.38 5.28
H -2.33 -1.05 4.88
H -1.37 1.07 2.87
H -2.33 -0.35 2.46
H -0.51 -1.59 3.21
*
```